6
Properties=species:S:1:pos:R:3:mulliken_charge:R:1 method="wB97M-V/def2-TZVPD" e_homo_ev="-7.35 / -10.77" gap_ev="7.54 / 7.04" e_tot_ev=-154686.9590 e_above_lowest_ev=0.3554 charge=0 fmax_ev_per_a=5.48 s2=2.01 spin_multiplicity=3
C 1.13115 1.17088 0.39492 0.327
F 0.72770 0.00490 0.88170 -0.174
S 1.50007 2.40879 1.34453 -0.035
Br -2.00544 -2.84742 -0.12980 -0.199
Br 0.85479 0.97393 -1.57064 -0.115
H -2.20828 -1.71108 -0.92072 0.195

6
Properties=species:S:1:pos:R:3:mulliken_charge:R:1 method="wB97M-V/def2-TZVPD" e_homo_ev="-9.27 / -9.27" gap_ev="9.32 / 9.32" e_tot_ev=-144671.6253 e_above_lowest_ev=3.2781 charge=0 fmax_ev_per_a=2.57
C -1.29407 0.41208 0.50933 0.098
N -1.03570 -0.05787 1.53760 0.456
O -0.74663 -0.66075 2.55911 -0.589
Br -1.52492 1.89448 -0.38380 0.039
Br -2.03633 -1.48754 -1.15663 -0.218
H -1.80653 -0.90622 -2.52569 0.214

7
Properties=species:S:1:pos:R:3:mulliken_charge:R:1 method="wB97M-V/def2-TZVPD" e_homo_ev=-10.42 gap_ev=10.18 e_tot_ev=-215271.1206 e_above_lowest_ev=0.0000 charge=0 fmax_ev_per_a=4.00
C 0.60260 0.13272 0.36818 0.026
O -1.63900 -0.29129 -0.36739 -0.329
O -0.85264 0.81673 -0.14024 -0.126
Br 1.81970 0.30239 -1.14243 -0.004
Br 0.20675 -1.67370 0.92204 0.047
Br 1.34037 1.21595 1.72036 0.029
H -1.47779 -0.50281 -1.36052 0.357

9
Properties=species:S:1:pos:R:3:mulliken_charge:R:1 method="wB97M-V/def2-TZVPD" e_homo_ev=-9.29 gap_ev=8.63 e_tot_ev=-294608.0994 e_above_lowest_ev=0.4000 charge=0 fmax_ev_per_a=3.71
C -2.20753 0.41225 0.17768 0.438
O 1.78303 0.87773 -0.42672 -0.408
O -1.19953 1.03539 0.06537 -0.437
P 2.28804 -0.59007 -0.89199 0.352
Br 4.07910 -0.76028 0.34186 -0.142
Br -3.17829 -0.62010 -1.00635 0.052
Br -3.18415 0.49741 1.96449 -0.117
Br 0.89327 -1.93255 0.15086 -0.171
H 0.72606 1.08022 -0.37519 0.431

6
Properties=species:S:1:pos:R:3:mulliken_charge:R:1 method="wB97M-V/def2-TZVPD" e_homo_ev="-10.12 / -8.47" gap_ev="9.34 / 5.97" e_tot_ev=-106972.4960 e_above_lowest_ev=2.6467 charge=0 fmax_ev_per_a=0.51
C -1.33901 -0.99915 -0.02579 0.233
S 2.27887 2.03822 0.03855 -0.165
Cl 0.25193 -0.39527 0.06068 -0.072
Cl -2.32423 -0.40508 -1.28290 -0.110
Br -2.18607 -1.54145 1.54098 -0.035
H 3.31851 1.30273 -0.33152 0.149

5
Properties=species:S:1:pos:R:3:mulliken_charge:R:1 method="wB97M-V/def2-TZVPD" e_homo_ev="-10.32 / -9.72" gap_ev="9.11 / 7.02" e_tot_ev=-86331.7603 e_above_lowest_ev=0.9631 charge=0 fmax_ev_per_a=4.06
C 0.23100 -0.29892 0.65382 0.008
F 0.11081 -1.54936 0.99934 -0.139
Cl -1.78676 1.47142 -1.69896 -0.270
Br 0.49611 0.18606 -1.09942 0.112
H 0.94883 0.19080 1.14522 0.289

6
Properties=species:S:1:pos:R:3:mulliken_charge:R:1 method="wB97M-V/def2-TZVPD" e_homo_ev=-9.81 gap_ev=8.69 e_tot_ev=-78575.0537 e_above_lowest_ev=3.2122 charge=0 fmax_ev_per_a=2.62
C -0.28373 0.26274 0.21002 0.628
O 0.68351 0.80913 -0.44350 -0.311
F -0.11375 -0.05410 1.46958 -0.094
F 0.14148 -1.92326 -0.63335 -0.702
Br -1.99497 0.44083 -0.38297 0.089
H 1.56746 0.46466 -0.21978 0.389

7
Properties=species:S:1:pos:R:3:mulliken_charge:R:1 method="wB97M-V/def2-TZVPD" e_homo_ev="-8.86 / -8.85" gap_ev="8.23 / 8.22" e_tot_ev=-84776.0671 e_above_lowest_ev=1.6459 charge=0 fmax_ev_per_a=5.44
C 0.59454 -0.52447 0.10137 -0.465
N -0.02316 0.43220 1.96316 0.718
O -1.13496 0.19160 2.30753 -0.445
O 0.99669 0.93655 2.32410 -0.469
Br 0.21896 -2.30672 0.49168 -0.011
I 2.52384 0.07766 0.05208 0.278
H -0.18387 0.08873 -0.39882 0.394